1.
# C17H32NO2PtSe2Si2

C17H32NO2PtSe2Si2 as an isolated structure at a distorted geometry (the ωB97M-V functional and the def2-TZVPD basis, the Open Molecules 2025 dataset).

Geometry as XYZ:
```
57
Properties=species:S:1:pos:R:3:forces:R:3:nbo_charge:R:1
Pt 0.478 -0.091 -0.131 0.6 -0.9 0.5 0.450
Se 0.567 2.305 -0.106 -0.1 -0.1 0.2 -0.199
Se 2.663 -0.518 1.031 0.1 0.2 -0.5 -0.334
Si -2.286 -0.292 1.819 0.0 -0.1 0.0 1.735
Si -2.163 -0.292 -1.457 -0.5 -0.2 -0.2 1.715
O 4.628 4.143 -1.008 0.0 0.0 0.0 -0.745
O 4.458 1.562 -2.474 0.0 0.0 0.0 -0.740
N 0.232 -2.194 -0.455 0.1 0.3 0.6 -0.504
C -3.634 -1.412 -1.933 0.0 0.1 0.1 -1.130
C -2.523 1.562 1.949 0.0 0.0 -0.1 -1.135
C 3.582 2.034 -0.213 0.0 0.0 0.0 -0.159
C -4.000 -1.050 2.123 0.0 0.0 0.0 -1.122
C 0.994 -3.292 -0.492 0.1 0.0 -0.2 0.088
C -0.939 -2.198 0.212 -0.6 0.1 0.2 0.252
C -1.560 -0.881 0.205 0.1 0.7 -0.6 -1.266
C 0.591 -4.474 0.085 -0.1 0.0 0.0 -0.311
C -1.377 -3.350 0.891 0.2 -0.1 -0.2 -0.285
C -1.163 -0.840 3.223 0.0 0.0 0.0 -1.132
C 4.066 0.751 0.475 -0.1 0.0 0.0 -0.551
C -2.883 1.441 -1.394 0.1 0.0 0.0 -1.128
C 2.385 2.649 0.546 0.0 0.0 0.0 -0.578
C -1.077 -0.441 -2.995 0.1 0.0 0.1 -1.124
C 3.277 1.759 -1.695 0.0 0.0 0.0 -0.077
C -0.615 -4.490 0.800 0.1 0.0 0.0 -0.149
C 4.751 3.024 -0.125 0.0 0.0 0.1 -0.058
H 2.409 2.292 1.575 0.1 0.1 0.0 0.230
H -4.501 -0.535 2.948 0.0 0.0 0.0 0.224
H 4.765 0.241 -0.189 0.0 0.0 0.0 0.215
H -3.316 -2.460 -1.951 0.0 0.0 0.0 0.219
H 1.942 -3.197 -1.005 0.0 0.1 0.1 0.215
H -2.156 2.199 -1.097 0.0 0.0 0.0 0.249
H -3.952 -2.111 2.379 0.0 0.0 0.0 0.216
H 1.214 -5.354 0.009 0.0 0.0 0.0 0.213
H 4.895 2.420 -2.522 0.0 0.0 0.0 0.467
H 4.854 3.365 0.912 0.0 0.0 0.0 0.162
H -0.937 -5.399 1.295 0.0 0.0 0.0 0.206
H 2.674 2.567 -2.117 0.0 0.0 0.0 0.170
H -1.502 -0.426 4.177 0.0 0.0 0.0 0.223
H 3.720 4.460 -0.952 0.0 0.0 0.0 0.468
H -4.442 -1.329 -1.200 0.0 0.0 0.0 0.216
H -4.044 -1.171 -2.918 0.0 0.0 0.0 0.217
H -2.605 1.830 3.007 0.0 0.0 0.0 0.226
H 4.600 1.015 1.392 0.0 0.0 0.0 0.196
H 5.683 2.529 -0.405 0.0 0.0 0.0 0.181
H -2.296 -3.321 1.458 0.0 0.0 0.0 0.222
H -1.131 -1.928 3.322 0.0 0.0 0.0 0.225
H -3.438 1.890 1.454 0.0 0.0 0.0 0.224
H -3.248 1.693 -2.394 0.0 0.0 0.0 0.226
H -4.630 -0.951 1.236 0.0 0.0 0.0 0.228
H -0.871 -1.493 -3.214 0.0 0.0 0.0 0.226
H -1.618 -0.016 -3.847 0.0 0.0 0.0 0.220
H 2.467 3.741 0.581 0.0 0.0 -0.1 0.186
H -3.730 1.494 -0.709 0.0 0.0 0.0 0.223
H -1.681 2.109 1.524 0.0 0.0 0.0 0.271
H -0.121 0.074 -2.898 0.0 0.0 0.0 0.248
H -0.143 -0.492 3.041 0.0 0.0 0.0 0.262
H 2.687 0.848 -1.774 0.0 0.0 0.0 0.213
```
Positions in Å, forces in eV/Å.

Values from the calculation:
Charge ... -1
Strongest force on any atom ... 0.02353 Eh/bohr
Energy above the lowest of the compared OMol25 structures with the same formula, charge and spin ... 8.1 kcal/mol
HOMO-LUMO gap ... 6.5 eV

=====

2.
# C2H4N2O2S

C2H4N2O2S as an isolated structure at a distorted geometry (the ωB97M-V functional and the def2-TZVPD basis, the Open Molecules 2025 dataset).

Geometry as XYZ:
```
11
Properties=species:S:1:pos:R:3:forces:R:3:nbo_charge:R:1
S 2.504 0.509 0.302 2.0 1.2 0.9 0.178
O -1.384 -1.151 0.287 -0.5 -1.7 6.1 -0.522
O -0.584 2.138 -0.338 -2.1 -5.1 0.2 -0.574
N 1.900 -0.768 -0.569 1.9 1.6 1.1 -0.500
N -0.428 -0.196 0.115 1.2 1.4 -1.5 -0.221
C -1.112 0.980 -0.133 4.0 5.6 0.6 0.501
C 0.679 -0.840 -0.516 -2.7 -2.0 -2.4 0.212
H -1.310 -1.153 1.400 -1.0 -0.9 -4.4 0.483
H 0.391 -1.643 -1.156 -1.4 -0.7 -0.1 0.181
H 1.442 1.316 0.364 -0.3 0.2 0.0 0.109
H -2.099 0.808 0.243 -1.1 0.4 -0.5 0.152
```
Positions in Å, forces in eV/Å.

Values from the calculation:
Charge ... 0
Strongest force on any atom ... 0.13378 Eh/bohr
Energy above the lowest of the compared OMol25 structures with the same formula, charge and spin ... 105.8 kcal/mol
HOMO-LUMO gap ... 9.3 eV

=====

3.
# C51H109NbO12P

C51H109NbO12P as an isolated structure at a distorted geometry (the ωB97M-V functional and the def2-TZVPD basis, the Open Molecules 2025 dataset).

Geometry as XYZ:
```
174
Properties=species:S:1:pos:R:3:forces:R:3:mulliken_charge:R:1
Nb -1.369 0.753 -0.385 1.4 -1.3 0.4 -0.870
P -1.700 3.113 -1.541 -0.3 -0.4 0.1 0.184
O -4.211 -10.686 -9.134 0.0 0.0 0.0 -0.531
O 5.721 12.153 8.862 0.0 0.0 0.1 -0.537
O -5.595 8.879 0.622 0.0 0.0 0.0 -0.608
O -3.624 -15.503 2.034 -0.1 0.0 0.0 -0.520
O 8.613 13.936 4.661 0.0 0.1 0.0 -0.477
O -3.056 -8.693 -5.965 0.0 0.0 0.0 -0.454
O -3.549 0.696 -4.892 0.0 0.0 -0.1 -0.569
O -1.613 8.913 0.962 -0.1 0.1 0.0 -0.504
O -1.777 4.254 -0.548 0.1 0.2 0.0 -0.423
O -0.349 5.046 4.158 0.0 0.0 0.1 -0.644
O 4.127 10.015 4.819 0.1 0.0 0.1 -0.536
O 3.267 8.679 0.436 0.0 0.0 0.0 -0.583
C -3.191 -12.686 -9.914 0.0 0.0 0.0 -1.205
C -2.741 -10.554 -0.515 -0.1 0.0 0.0 0.010
C 3.319 11.131 6.761 0.1 0.0 0.0 -1.214
C -5.079 0.152 -3.145 0.1 -0.2 0.0 -1.190
C 0.139 9.615 -0.471 0.0 0.0 0.1 -1.121
C 4.253 7.713 2.372 0.0 0.0 0.0 -0.905
C 3.328 10.789 5.293 -0.1 0.0 -0.1 0.892
C -0.231 5.549 3.063 0.0 0.0 -0.1 0.308
C -2.339 9.717 -1.156 0.0 0.0 0.0 -1.096
C -2.985 -16.424 2.478 0.1 0.0 0.0 0.890
C 3.744 6.357 0.252 0.0 0.0 0.0 -1.114
C 2.286 11.463 4.432 0.0 0.0 0.0 -1.061
C 9.527 13.429 2.526 0.0 0.0 0.0 -1.101
C -3.910 -6.503 -6.315 0.0 0.0 0.0 -1.355
C -5.063 2.433 -4.306 0.0 0.0 0.0 -1.129
C 6.156 14.437 9.364 0.0 0.0 0.0 -1.176
C -4.461 1.051 -4.185 -0.1 0.1 0.1 0.984
C -3.988 -8.009 -6.323 0.0 0.0 0.0 1.005
C 2.726 -4.463 -1.691 0.0 0.0 0.0 -0.753
C 2.849 -2.727 0.178 0.1 -0.1 0.1 -0.867
C -1.198 -9.327 -2.882 0.0 0.0 0.0 -0.899
C -2.622 -16.506 3.942 0.0 0.0 0.0 -1.176
C -1.378 5.822 2.139 -0.1 0.0 0.1 -0.127
C 1.900 -0.313 0.321 0.1 -0.1 -0.1 -0.423
C -3.417 -9.913 -1.736 0.0 -0.1 0.0 -0.966
C 1.966 -3.685 -0.622 0.0 0.0 0.1 -0.237
C 6.488 13.445 7.019 -0.1 -0.1 0.0 -1.070
C -3.069 -11.434 1.870 0.0 -0.1 -0.1 -0.495
C 10.927 14.437 4.428 0.0 0.0 0.0 -1.071
C -2.498 -17.553 1.600 0.0 0.0 0.0 -1.148
C -2.818 -11.784 -7.541 0.0 0.1 0.0 -0.692
C 1.417 -0.315 -1.140 -0.2 0.0 0.1 -0.144
C -2.575 -8.826 -2.399 0.0 0.0 -0.1 -0.666
C 0.568 0.916 -1.482 -0.2 0.9 0.0 -1.586
C 0.656 -7.542 -2.823 0.0 0.0 0.1 -0.566
C 1.806 -5.280 -2.595 0.0 0.0 0.1 -0.866
C -3.485 -11.620 -8.883 0.1 0.0 0.0 0.860
C -4.362 8.302 2.576 -0.1 0.0 0.0 -0.948
C 3.713 7.685 0.967 0.0 -0.1 0.0 1.009
C -2.035 -12.538 1.650 0.1 0.1 -0.1 -1.092
C -3.729 -10.948 0.580 0.0 0.0 0.0 -0.866
C 0.000 -8.738 -2.116 -0.1 0.1 0.0 -0.795
C 2.085 -1.677 0.997 0.1 0.0 0.0 -0.776
C 1.131 5.952 2.531 -0.1 -0.1 0.1 -0.719
C 1.105 -6.434 -1.875 0.0 0.0 -0.1 -0.565
C 9.587 13.935 3.946 0.0 0.0 0.0 0.788
C -4.930 8.048 1.205 0.1 0.0 0.0 0.862
C -5.281 -8.625 -6.792 0.0 -0.1 0.1 -1.138
C 6.086 13.231 8.455 0.0 0.0 -0.1 0.844
C -1.305 9.376 -0.114 0.1 -0.1 -0.1 0.924
C -4.588 6.720 0.584 0.0 0.0 0.0 -0.855
H -3.341 9.509 -0.789 0.0 0.0 0.0 0.148
H 7.518 13.794 6.948 0.0 0.0 0.0 0.408
H -4.082 -6.116 -7.321 0.0 0.0 0.0 0.415
H 2.636 -1.497 1.925 -0.1 0.0 0.0 0.292
H -1.093 -9.080 -3.941 0.0 -0.1 0.0 0.537
H 9.824 14.220 1.834 0.0 0.0 0.0 0.323
H -2.117 -12.733 -10.104 0.0 0.0 0.0 0.319
H 3.468 12.205 6.889 0.0 0.0 0.0 0.252
H 1.115 -2.084 1.297 0.0 0.0 -0.1 0.324
H 1.206 0.284 0.924 0.0 0.0 0.1 0.319
H -5.202 -9.707 -6.756 0.0 0.0 0.0 0.198
H 7.175 14.828 9.387 0.0 0.0 0.0 0.332
H -3.062 -10.953 -6.883 0.0 0.0 0.0 -0.058
H -3.021 -17.425 4.377 0.0 0.0 0.0 0.393
H -4.383 -9.497 -1.435 0.0 0.1 0.0 0.439
H 3.448 -5.134 -1.211 0.0 0.0 0.0 0.245
H 0.353 0.959 -2.558 -0.1 0.0 0.0 0.458
H 5.842 14.163 10.369 0.0 0.0 0.0 0.320
H -2.814 -17.385 0.574 0.0 0.0 0.0 0.303
H 3.566 -2.231 -0.487 -0.1 0.0 0.0 0.363
H -6.108 -8.291 -6.162 0.0 0.1 0.0 0.393
H -4.356 -10.079 0.803 0.0 0.0 0.0 0.369
H 2.858 0.216 0.366 -0.1 0.1 0.0 0.267
H -0.903 1.544 1.202 -0.7 0.0 0.0 0.091
H -1.175 -10.419 -2.829 0.0 0.0 0.0 0.492
H -4.616 9.305 2.910 0.0 0.0 0.0 0.331
H 0.405 9.047 -1.364 0.0 0.0 0.0 0.342
H -3.021 -15.644 4.470 0.0 0.0 0.0 0.289
H 1.051 -4.607 -3.013 0.0 0.0 -0.1 0.307
H 1.286 11.217 4.794 0.0 0.0 0.0 0.335
H -2.437 -8.007 -1.685 0.0 0.0 0.0 0.532
H -3.633 -10.686 -2.481 -0.1 0.0 0.0 0.353
H -1.232 5.321 1.177 0.0 -0.1 0.0 0.165
H 0.746 -9.516 -1.938 0.0 0.0 0.0 0.413
H -0.334 -8.409 -1.126 0.0 -0.1 0.0 0.371
H 11.268 15.259 3.796 0.0 0.0 0.0 0.319
H 6.385 12.518 6.461 0.0 0.0 0.0 0.227
H -5.494 -8.326 -7.819 0.0 0.0 0.0 0.333
H -0.048 -7.122 -3.549 0.0 0.0 0.0 0.264
H 5.514 15.232 8.980 0.0 0.0 0.0 0.316
H 1.505 -4.389 0.079 -0.1 0.0 0.0 0.219
H 1.121 1.835 -1.250 0.0 0.0 -0.1 0.431
H 5.300 7.401 2.379 0.0 0.0 0.0 0.416
H -1.409 -17.617 1.645 0.0 0.0 0.0 0.319
H 11.671 13.642 4.353 0.0 0.0 0.0 0.331
H -4.970 2.959 -3.354 0.0 0.0 0.0 0.252
H 1.141 -3.148 -1.093 0.0 0.0 0.0 0.246
H -4.537 -0.789 -3.099 0.0 0.0 0.0 0.295
H 3.172 5.619 0.817 0.1 0.0 -0.1 0.220
H -2.259 10.773 -1.424 0.0 0.0 0.0 0.384
H 5.862 14.217 6.565 0.0 0.0 0.0 0.342
H 2.372 -5.675 -3.445 0.1 0.0 0.0 0.482
H -4.401 -11.730 0.208 0.0 0.0 -0.1 0.301
H -2.149 9.138 -2.062 0.0 0.0 0.0 0.321
H 2.395 12.548 4.495 0.0 0.0 0.0 0.328
H 2.390 11.140 3.399 0.0 0.0 0.0 0.243
H -2.312 5.478 2.579 0.0 0.0 0.0 0.326
H 10.229 12.604 2.394 0.0 0.0 0.0 0.334
H -4.921 5.902 1.226 0.0 0.0 0.0 0.411
H 3.325 6.457 -0.746 0.0 0.0 0.0 0.292
H 1.773 -6.854 -1.113 0.0 0.0 0.0 0.315
H -6.126 -0.042 -3.395 0.0 0.1 0.0 0.413
H 3.306 -3.759 -2.296 0.0 0.0 0.0 0.391
H -2.978 1.311 0.301 0.6 0.7 -0.6 0.051
H -3.505 6.617 0.491 0.0 0.0 0.0 0.072
H 0.224 -6.058 -1.346 0.1 0.0 0.1 0.334
H -2.566 0.326 -1.704 -0.2 0.3 0.7 0.345
H -2.007 -9.857 -0.095 0.0 0.0 0.0 0.123
H 1.135 7.021 2.301 0.0 0.0 0.0 0.278
H 0.311 10.670 -0.693 0.0 0.0 0.0 0.372
H -3.496 -13.664 -9.538 0.0 0.0 0.0 0.317
H -3.127 -8.413 -3.246 0.0 0.0 0.0 -0.018
H 10.850 14.773 5.459 0.0 0.0 0.0 0.270
H -3.719 -12.465 -10.838 0.0 0.0 0.0 0.315
H -6.128 2.358 -4.538 0.0 0.0 0.0 0.385
H 1.526 -7.882 -3.394 -0.1 0.0 -0.1 0.291
H -2.936 -6.181 -5.957 0.0 0.0 0.0 0.283
H 3.702 7.004 2.995 0.1 0.0 0.0 0.228
H 0.781 9.305 0.349 0.0 0.0 0.0 0.135
H 8.520 13.094 2.294 0.0 0.0 0.0 0.284
H -1.367 -1.038 0.047 -0.3 -0.2 -0.4 -0.057
H 4.164 8.708 2.796 0.0 0.0 0.0 0.168
H -4.692 -6.092 -5.674 0.0 0.0 0.0 0.348
H -5.036 0.626 -2.163 0.0 0.0 0.0 0.292
H 3.453 -3.335 0.860 0.1 0.0 0.0 0.498
H -3.847 -11.812 2.538 0.0 0.1 0.0 0.358
H 1.321 5.415 1.600 -0.1 0.0 0.1 0.192
H -2.894 -18.505 1.959 0.0 0.0 0.0 0.340
H 1.903 5.721 3.264 0.0 0.0 0.0 0.333
H -2.373 -13.239 0.885 0.0 -0.1 0.1 0.275
H -2.180 -11.439 -0.826 0.1 0.0 0.0 0.288
H -4.551 2.993 -5.085 0.0 0.0 0.0 0.286
H 2.284 -0.342 -1.810 0.0 -0.1 0.0 0.380
H -4.737 7.564 3.288 0.0 0.0 0.0 0.378
H -3.280 8.193 2.520 0.0 0.0 0.1 0.104
H -5.051 6.631 -0.396 0.0 0.0 0.0 0.327
H -1.537 -16.539 4.057 0.0 0.0 0.0 0.315
H -1.427 6.898 1.944 0.0 -0.1 0.0 -0.099
H -3.122 -12.731 -7.089 0.0 0.0 0.0 0.330
H -0.669 3.370 -2.498 0.0 0.0 -0.1 -0.031
H -1.077 -12.131 1.322 0.0 0.0 0.0 0.311
H 4.110 10.601 7.283 0.0 0.0 0.0 0.280
H -2.789 3.167 -2.461 0.1 0.0 -0.1 -0.237
H -2.602 -10.582 2.373 0.0 0.0 0.0 0.294
H 4.771 5.991 0.189 0.0 0.0 0.0 0.380
H 0.851 -1.225 -1.346 -0.1 0.0 0.0 0.203
H 2.350 10.883 7.198 0.0 0.0 0.0 0.457
H -1.735 -11.825 -7.673 0.0 0.0 0.0 0.348
H -1.862 -13.103 2.566 0.0 0.0 0.0 0.296
```
Positions in Å, forces in eV/Å.

Values from the calculation:
Charge ... -1
Strongest force on any atom ... 0.03885 Eh/bohr
HOMO-LUMO gap ... 6.4 eV

=====

4.
# C10H30O5

A 5-piece molecular cluster, C10H30O5 overall at a distorted geometry (the ωB97M-V functional and the def2-TZVPD basis, the Open Molecules 2025 dataset).

Geometry as XYZ:
```
45
Properties=species:S:1:pos:R:3:forces:R:3:nbo_charge:R:1
O 7.241 6.090 -4.820 1.3 0.5 -0.4 -0.778
O 10.568 10.861 1.231 -1.1 -0.8 1.1 -0.705
O 5.932 8.724 -8.032 0.2 0.4 0.7 -0.741
O 4.991 12.098 -1.002 -2.0 -0.3 0.1 -0.728
O 9.288 7.567 -3.884 2.0 3.7 -0.6 -0.204
C 10.966 10.755 -1.145 1.3 -0.1 -0.6 -0.639
C 8.971 8.823 -4.512 0.0 -0.6 0.4 -0.120
C 7.755 9.441 -3.801 -0.4 -0.1 1.4 -0.604
C 6.475 5.611 -2.659 -0.4 -0.6 -0.9 -0.628
C 6.360 5.251 -4.108 -1.3 -0.1 0.3 -0.066
C 10.877 11.615 0.117 0.0 0.6 -1.1 -0.065
C 6.300 11.680 -1.120 0.4 -0.8 -0.7 -0.043
C 6.889 9.501 -8.758 -1.2 0.5 0.0 -0.076
C 8.221 9.395 -8.130 1.1 -1.6 0.1 -0.614
C 6.409 10.159 -0.808 0.3 0.6 1.4 -0.647
H 5.951 6.550 -2.479 0.5 0.0 0.5 0.214
H 5.061 9.052 -8.269 -0.2 -0.1 0.0 0.480
H 5.360 5.466 -4.486 -0.2 -0.4 0.0 0.182
H 8.609 8.511 -5.491 -0.5 -0.3 -0.7 0.299
H 6.572 4.184 -4.158 0.3 0.0 -0.8 0.183
H 10.065 12.327 -0.024 -0.1 0.3 -0.4 0.146
H 7.440 9.807 -0.797 0.3 0.3 0.0 0.197
H 11.719 12.235 0.427 0.6 -0.2 -1.0 0.184
H 6.761 9.134 -9.776 1.0 0.3 -0.3 0.187
H 7.129 8.621 -3.451 -0.5 0.3 -0.3 0.237
H 10.068 10.183 -1.378 -0.4 0.4 0.3 0.182
H 7.215 10.245 -4.302 0.1 -0.6 -0.7 0.273
H 8.535 6.995 -4.048 -2.1 -1.7 -0.6 0.527
H 6.710 10.575 -8.716 -0.9 0.1 -0.3 0.166
H 8.982 9.884 -8.739 0.0 0.0 0.1 0.238
H 9.747 11.281 1.495 0.0 -0.7 0.9 0.469
H 11.740 9.988 -1.166 0.2 -0.1 0.9 0.220
H 8.465 8.338 -8.027 0.4 -0.3 -0.3 0.197
H 4.856 13.007 -0.725 0.5 0.0 0.0 0.487
H 7.557 5.571 -2.532 -0.1 0.3 1.1 0.201
H 8.281 9.746 -7.100 -0.4 0.7 -0.1 0.175
H 8.140 9.923 -2.902 0.3 -0.2 0.1 0.257
H 6.077 10.053 0.225 -0.1 -0.2 0.1 0.230
H 9.738 9.586 -4.641 0.7 -0.9 0.5 0.251
H 6.615 11.840 -2.150 0.4 0.2 -0.3 0.134
H 6.903 12.310 -0.466 0.6 -0.5 0.1 0.170
H 7.189 5.897 -5.759 0.0 0.0 -0.2 0.508
H 11.285 11.315 -2.023 -0.5 0.5 -0.1 0.210
H 5.860 9.394 -1.357 -0.4 0.7 -0.6 0.210
H 5.977 4.771 -2.176 0.2 0.4 0.7 0.243
```
Positions in Å, forces in eV/Å.

Values from the calculation:
⟨S²⟩ ... 0.75
2S+1 ... 2
Charge ... +1
Strongest force on any atom ... 0.08176 Eh/bohr
Energy above the lowest of the compared OMol25 structures with the same formula, charge and spin ... 31.8 kcal/mol
HOMO-LUMO gap (spin up / spin down) ... 10.1 / 3.4 eV

=====

5.
# C4H6O2

An isolated molecule of C4H6O2 at a distorted geometry (the ωB97M-V functional and the def2-TZVPD basis, the Open Molecules 2025 dataset).

Geometry as XYZ:
```
12
Properties=species:S:1:pos:R:3:forces:R:3:nbo_charge:R:1
O 2.105 -0.485 0.149 -0.8 0.6 0.5 -0.656
O 0.597 1.654 -1.490 -0.2 -0.5 0.3 -0.501
C -0.407 -0.421 0.803 0.1 -0.2 -0.2 -0.437
C -1.186 0.418 -0.234 -0.3 0.1 -0.1 -0.528
C 0.148 0.699 -0.916 0.0 0.3 -0.3 0.564
C 0.782 -0.542 -0.267 -0.7 -0.4 0.1 -0.010
H -0.199 0.179 1.710 0.4 -0.2 -0.6 0.210
H -1.741 1.296 0.097 0.0 -0.1 0.0 0.235
H 0.652 -1.436 -0.879 -0.3 0.0 -0.1 0.202
H 1.918 0.207 0.793 1.6 0.2 0.5 0.463
H -1.820 -0.210 -0.865 0.0 0.1 0.0 0.234
H -0.856 -1.364 1.127 0.1 0.2 -0.2 0.222
```
Positions in Å, forces in eV/Å.

Values from the calculation:
Charge ... 0
SMILES string ... O=C1CC[C@@H]1O
Strongest force on any atom ... 0.03358 Eh/bohr
Energy above the lowest of the compared OMol25 structures with the same formula, charge and spin ... 38.3 kcal/mol
HOMO-LUMO gap ... 10.2 eV

=====

no.,electronic energy (eV)
1,-173432.4954
2,-20044.8933
3,-90060.6202
4,-21081.8018
5,-8338.7999